[1]
This record from OMol25 describes an isolated molecule of C18H25N3S in a non-equilibrium geometry. The level of theory is ωB97M-V/def2-TZVPD.

Calculated values
**Relative energy (zero: lowest compared OMol25 entry of this formula, charge and spin)**: 439.9 kJ/mol
**SMILES string**: CCN(CCc1ccccn1)Cc1csc(C2CCCC2)n1
**Lowest unoccupied orbital energy**: 0.02759 Ha

Structure (ORCA input):
```
! RIJCOSX wB97M-V def2-TZVPD def2/J DEFGRID3
* xyz 0 1
C -1.73586 0.95435 2.55626
C -1.33483 1.14594 1.09878
N 0.12995 1.02576 1.00198
C 0.76884 2.22478 0.61108
C 0.88429 3.32023 1.63131
C 2.02286 3.28536 2.58616
C 2.06797 2.36116 3.57652
C 3.09101 2.35266 4.47424
C 4.08135 3.27570 4.34565
C 3.99985 4.14078 3.26079
N 3.02285 4.15067 2.34973
C 0.73245 -0.26333 0.97356
C 0.48703 -0.81515 -0.40618
C 1.36522 -0.73808 -1.42924
S 0.97355 -1.73021 -2.89043
C -0.52900 -2.13946 -2.02088
C -1.64325 -3.00720 -2.58563
C -1.14352 -4.14254 -3.49042
C -2.36837 -4.63195 -4.35195
C -3.12467 -3.23964 -4.48707
C -2.40849 -2.17656 -3.60319
N -0.68244 -1.41933 -0.93307
H -2.77503 1.06179 2.76052
H -1.38220 0.02995 2.89180
H -1.21833 1.66888 3.17381
H -1.65858 2.13928 0.88752
H -1.82852 0.43196 0.37276
H 0.33661 2.51894 -0.29909
H 1.81352 1.93752 0.24311
H 0.91452 4.17129 1.07628
H -0.01897 3.41995 2.26585
H 1.29094 1.63554 3.75239
H 2.78121 1.75092 5.33962
H 4.79031 3.28656 5.14578
H 4.53942 5.05953 3.38082
H 1.79984 -0.08654 1.31631
H 0.22055 -0.93261 1.68173
H 2.23617 -0.18956 -1.31610
H -2.08030 -3.52226 -1.76130
H -0.63293 -4.88969 -2.92483
H -0.36053 -3.74101 -4.23984
H -2.16240 -5.08603 -5.35352
H -2.99145 -5.31569 -3.77925
H -3.33416 -2.88186 -5.46735
H -4.15619 -3.36235 -4.10834
H -1.61626 -1.54852 -4.13431
H -3.16403 -1.48992 -3.17236
*
```

=====

[2]
This record from OMol25 describes an isolated ion of composition C18H25N4O and charge +1. The level of theory is ωB97M-V/def2-TZVPD.

Calculated values
**Relative energy (zero: lowest compared OMol25 entry of this formula, charge and spin)**: 16.7 kJ/mol
**SMILES string**: c1ccc2c([NH2+]C[C@@H]3CCCO3)nc(N3CCCCC3)nc2c1
**Lowest unoccupied orbital energy**: -0.11872 Ha

Structure (ORCA input):
```
! RIJCOSX wB97M-V def2-TZVPD def2/J DEFGRID3
* xyz 1 1
C -0.68015 -4.12895 -0.05400
C -1.81800 -3.36720 -0.39157
C -1.74571 -2.00657 -0.47128
C -0.52047 -1.35624 -0.21058
C -0.26935 0.01894 -0.23800
N -1.35578 0.98647 -0.50063
C -2.24264 1.24151 0.66224
C -3.57348 1.79269 0.10762
C -4.73740 1.59883 1.08599
C -5.34263 0.27330 0.62112
C -5.12250 0.35366 -0.88548
O -3.87719 1.03515 -1.05848
N 0.87615 0.58533 -0.02617
C 1.93602 -0.23437 0.26689
N 3.10873 0.33867 0.50609
C 3.34913 1.75495 0.34922
C 4.32372 1.99191 -0.80604
C 5.61447 1.21374 -0.56470
C 5.29903 -0.26741 -0.37300
C 4.29716 -0.44597 0.76753
N 1.82345 -1.55529 0.34982
C 0.64790 -2.12709 0.11874
C 0.52225 -3.53459 0.19230
H -0.77241 -5.20265 0.00087
H -2.74935 -3.87365 -0.59148
H -2.62010 -1.43340 -0.74501
H -0.91153 1.85872 -0.81173
H -2.01531 0.65259 -1.23564
H -1.77074 1.93220 1.35968
H -2.41755 0.28717 1.16401
H -3.44262 2.84206 -0.18226
H -5.46083 2.40378 0.96670
H -4.40237 1.57946 2.11978
H -4.80301 -0.57355 1.04748
H -6.39347 0.17986 0.87639
H -5.91333 0.93642 -1.36882
H -5.04593 -0.61679 -1.37730
H 3.78595 2.13327 1.27963
H 2.39932 2.25788 0.17178
H 3.86386 1.65858 -1.73870
H 4.53097 3.05876 -0.88980
H 6.11139 1.60001 0.32752
H 6.29192 1.34553 -1.40853
H 4.87325 -0.67615 -1.29127
H 6.20720 -0.82357 -0.14294
H 4.73831 -0.09422 1.70581
H 4.00200 -1.48862 0.87510
H 1.40164 -4.10518 0.44111
*
```